# C3H26AsF6O10

A structure of composition C3H26AsF6O10 at a distorted geometry (wB97M-V/def2-TZVPD, the OMol25 dataset).

CARTESIAN COORDINATES (ANGSTROEM)
As -21.001 8.866 -5.504
F -20.639 10.020 -4.208
F -22.004 9.976 -6.482
F -21.420 7.542 -6.715
F -20.037 7.474 -4.822
F -19.495 9.306 -6.339
F -22.484 8.335 -4.556
O -23.796 8.293 -2.515
O -19.870 8.239 -9.741
O -18.594 4.831 -2.950
O -17.657 7.671 -3.451
O -23.432 11.691 -4.546
O -17.586 8.826 -8.046
O -19.278 11.670 -2.454
O -23.229 5.350 -5.618
O -18.622 12.112 -4.924
O -21.318 10.997 -8.863
C -20.166 5.572 -1.387
C -19.949 4.696 -2.541
C -20.215 3.270 -2.272
H -18.449 7.509 -3.962
H -21.258 3.202 -1.963
H -20.070 6.590 -1.764
H -21.280 10.387 -8.126
H -23.632 12.565 -4.881
H -20.634 5.182 -3.235
H -22.836 11.316 -5.194
H -17.241 9.699 -8.234
H -19.684 7.329 -9.511
H -18.024 11.570 -5.438
H -18.518 5.674 -3.403
H -17.924 8.312 -2.791
H -18.247 8.969 -7.368
H -23.748 5.307 -4.815
H -19.068 12.659 -5.571
H -24.148 7.418 -2.349
H -19.972 11.052 -2.685
H -23.318 8.207 -3.340
H -21.173 5.392 -1.012
H -19.516 2.837 -1.556
H -19.247 8.749 -9.222
H -19.406 5.394 -0.626
H -21.352 11.863 -8.456
H -20.204 2.741 -3.225
H -22.895 6.247 -5.640
H -18.926 11.962 -3.295

Forces on atoms 1 to 6 (eV/Å):
As -0.633 -3.246 -0.222
F -0.522 -1.362 -1.676
F 1.119 -0.666 1.410
F 0.298 2.184 1.131
F -0.924 1.671 0.316
F -1.558 0.344 0.573

As for the total charge: -1. The HOMO energy comes out at -7.408 eV. As for the lowest unoccupied orbital energy: 0.066 hartree. The value obtained for the HOMO-LUMO gap is 9.20 eV.